A molecular structure, C44H56IN8OPRh, computed with ωB97M-V/def2-TZVPD.

Calculated total energy, eV: -80880.282
LUMO level, eV: -9.70
Kohn-Sham gap, eV: 5.759
Energy relative to the best compared isomer or geometry (same formula, charge and spin), kJ/mol: 105.5
Molecular weight, g mol⁻¹: 973.77
Charge: +3

Last column: Löwdin charge in e.
CARTESIAN COORDINATES (ANGSTROEM)
Rh (-0.105, 0.077, 0.066)  0.656
I (-0.026, -1.194, 2.383)  1.380
C (0.913, -0.141, 3.924)  -0.557
C (1.321, -0.962, 4.941)  -0.132
C (1.808, -0.408, 6.137)  -0.026
C (1.824, 0.947, 6.275)  0.016
C (1.391, 1.802, 5.231)  -0.133
C (1.367, 3.194, 5.472)  0.028
C (0.910, 4.063, 4.526)  -0.013
C (0.527, 3.562, 3.277)  -0.082
C (0.575, 2.213, 2.961)  -0.279
P (0.165, 2.064, 1.186)  1.032
C (1.314, 3.200, 0.368)  -0.353
C (2.527, 3.527, 0.988)  -0.096
C (3.435, 4.368, 0.367)  -0.029
C (3.139, 4.919, -0.872)  -0.014
C (1.933, 4.619, -1.492)  -0.038
C (1.033, 3.762, -0.882)  -0.119
C (-1.541, 2.646, 1.095)  -0.354
C (-1.953, 3.827, 0.468)  -0.067
C (-3.280, 4.221, 0.546)  -0.033
C (-4.200, 3.455, 1.249)  -0.025
C (-3.792, 2.298, 1.899)  -0.050
C (-2.470, 1.895, 1.825)  -0.128
C (0.954, 1.276, 3.976)  -0.184
H (1.258, -2.039, 4.849)  0.102
H (2.133, -1.059, 6.936)  0.130
H (2.158, 1.400, 7.198)  0.136
H (1.697, 3.554, 6.439)  0.138
H (0.859, 5.125, 4.716)  0.130
H (0.211, 4.284, 2.533)  0.120
H (2.765, 3.139, 1.970)  0.114
H (4.366, 4.610, 0.862)  0.129
H (3.839, 5.593, -1.349)  0.130
H (1.693, 5.062, -2.449)  0.118
H (0.103, 3.559, -1.391)  0.069
H (-1.246, 4.472, -0.031)  0.100
H (-3.591, 5.147, 0.081)  0.125
H (-5.230, 3.777, 1.314)  0.127
H (-4.501, 1.724, 2.480)  0.126
H (-2.154, 1.014, 2.373)  0.073
C (-0.927, -7.347, -0.249)  -0.059
C (-2.257, -6.998, 0.395)  -0.178
N (-2.363, -5.557, 0.685)  -0.051
C (-1.973, -5.104, 2.015)  -0.207
C (-3.146, -4.998, 2.977)  -0.048
C (-2.902, -4.769, -0.259)  -0.437
O (-3.325, -5.145, -1.338)  0.106
C (-3.014, -3.274, -0.025)  -0.089
C (-4.280, -2.689, -0.054)  0.055
C (-4.385, -1.312, -0.082)  0.008
C (-3.230, -0.549, -0.121)  -0.118
N (-2.010, -1.093, -0.094)  -0.088
C (-1.917, -2.439, -0.028)  -0.164
H (-0.857, -8.422, -0.411)  0.088
H (-0.087, -7.052, 0.383)  0.072
H (-0.832, -6.855, -1.217)  0.078
H (-2.393, -7.521, 1.342)  0.127
H (-3.088, -7.265, -0.254)  0.126
H (-1.440, -4.152, 1.945)  0.067
H (-1.243, -5.826, 2.383)  0.127
H (-3.874, -4.261, 2.634)  0.071
H (-2.808, -4.708, 3.973)  0.082
H (-3.659, -5.955, 3.068)  0.090
H (-5.159, -3.320, -0.089)  0.150
H (-5.349, -0.825, -0.118)  0.129
H (-3.274, 0.527, -0.223)  0.103
H (-0.915, -2.861, -0.054)  0.103
C (0.124, 0.384, -6.035)  -0.043
C (-1.236, 0.533, -5.369)  -0.164
N (-1.174, 1.113, -4.005)  -0.049
C (-1.476, 2.548, -3.909)  -0.173
C (-0.285, 3.431, -4.260)  -0.052
C (-0.816, 0.384, -2.949)  -0.372
C (-0.709, -1.100, -3.129)  0.013
N (-0.613, 0.907, -1.749)  0.017
H (-0.008, -0.015, -7.040)  0.098
H (0.781, -0.301, -5.498)  0.063
H (0.634, 1.342, -6.122)  0.073
H (-1.773, -0.413, -5.332)  0.120
H (-1.858, 1.211, -5.949)  0.130
H (-1.875, 2.759, -2.914)  0.110
H (-2.300, 2.738, -4.596)  0.132
H (0.603, 3.151, -3.690)  0.063
H (-0.520, 4.477, -4.063)  0.093
H (-0.037, 3.349, -5.317)  0.081
H (-1.639, -1.493, -3.539)  0.113
H (-0.534, -1.591, -2.179)  0.034
H (0.090, -1.366, -3.819)  0.093
H (-0.654, 1.913, -1.742)  0.017
C (2.021, -1.631, -0.742)  -0.183
N (1.929, -0.164, -0.344)  -0.174
C (2.464, 0.635, -1.532)  -0.144
N (3.794, 0.240, -1.891)  -0.066
C (3.793, -1.179, -2.251)  -0.127
N (3.354, -2.000, -1.121)  -0.065
C (4.262, -1.771, 0.008)  -0.123
N (4.261, -0.358, 0.392)  -0.065
C (2.936, 0.018, 0.787)  -0.177
C (4.691, 0.447, -0.753)  -0.121
H (1.338, -1.791, -1.581)  0.106
H (1.709, -2.227, 0.117)  0.089
H (2.440, 1.685, -1.249)  0.107
H (1.791, 0.460, -2.371)  0.115
H (4.797, -1.484, -2.541)  0.145
H (3.124, -1.338, -3.099)  0.135
H (5.268, -2.064, -0.287)  0.146
H (3.955, -2.385, 0.856)  0.140
H (2.909, 1.066, 1.078)  0.099
H (2.622, -0.612, 1.618)  0.076
H (5.702, 0.157, -1.034)  0.145
H (4.692, 1.504, -0.480)  0.132


A molecular structure, C44H56IrN4O3, computed with ωB97M-V/def2-TZVPD.

Calculated total energy, eV: -61475.029
LUMO level (alpha / beta), eV: -2.60 / -2.14
Kohn-Sham gap (alpha / beta), eV: 7.229 / 6.783
Molecular weight, g mol⁻¹: 881.17
Charge: +1

Last column: Löwdin charge in e.
CARTESIAN COORDINATES (ANGSTROEM)
Ir (0.097, -0.133, -0.090)  1.270
C (-3.363, -3.027, 3.070)  -0.017
N (-2.148, -3.060, 2.271)  -0.121
C (-1.502, -4.361, 2.138)  -0.007
C (-1.549, -1.973, 1.789)  -0.416
O (-0.484, -2.016, 1.163)  -0.058
C (-2.223, -0.623, 2.016)  -0.077
O (-1.369, 0.426, 1.538)  -0.236
C (-2.114, 1.524, 1.018)  -0.095
C (-2.426, 1.213, -0.457)  -0.418
O (-1.986, 0.157, -0.954)  -0.072
N (-3.180, 2.063, -1.140)  -0.115
C (-3.543, 1.789, -2.528)  0.002
C (-3.713, 3.296, -0.578)  -0.009
H (-4.016, -3.838, 2.752)  0.102
H (-3.137, -3.158, 4.130)  0.106
H (-3.905, -2.095, 2.935)  0.083
H (-2.181, -5.056, 1.643)  0.098
H (-0.596, -4.255, 1.551)  0.088
H (-1.251, -4.751, 3.125)  0.102
H (-3.162, -0.616, 1.455)  0.143
H (-2.433, -0.440, 3.071)  0.150
H (-3.039, 1.638, 1.589)  0.143
H (-1.519, 2.428, 1.134)  0.114
H (-3.249, 0.777, -2.790)  0.096
H (-4.621, 1.903, -2.640)  0.101
H (-3.039, 2.494, -3.187)  0.090
H (-3.267, 3.524, 0.385)  0.084
H (-3.489, 4.120, -1.255)  0.105
H (-4.795, 3.227, -0.461)  0.105
C (0.434, 4.356, 1.470)  -0.078
C (1.329, 3.219, 0.973)  -0.380
C (2.479, 3.778, 0.128)  -0.034
C (1.873, 2.353, 2.095)  -0.136
C (2.217, 2.908, 3.322)  -0.027
C (2.800, 2.135, 4.313)  -0.055
C (3.038, 0.790, 4.091)  -0.031
C (2.706, 0.185, 2.881)  -0.144
C (2.948, -1.302, 2.702)  -0.359
C (4.369, -1.718, 3.090)  -0.054
C (1.925, -2.098, 3.518)  -0.047
C (2.130, 0.991, 1.893)  -0.156
N (1.853, 0.455, 0.593)  -0.059
C (2.874, 0.263, -0.241)  -0.179
C (2.504, -0.224, -1.514)  -0.172
N (1.190, -0.398, -1.671)  -0.071
C (0.676, -0.720, -2.972)  -0.152
C (0.762, 0.257, -3.981)  -0.137
C (0.303, -0.086, -5.246)  -0.028
C (-0.233, -1.342, -5.501)  -0.056
C (-0.324, -2.274, -4.485)  -0.029
C (0.129, -1.983, -3.200)  -0.135
C (0.017, -3.033, -2.110)  -0.373
C (0.635, -4.368, -2.531)  -0.056
C (-1.450, -3.227, -1.710)  -0.054
C (1.257, 1.671, -3.706)  -0.360
C (1.907, 2.335, -4.917)  -0.063
C (0.097, 2.522, -3.182)  -0.050
C (3.709, -0.392, -2.335)  -0.075
C (4.000, -0.836, -3.595)  0.014
C (5.357, -0.825, -4.016)  -0.053
C (6.373, -0.378, -3.212)  -0.009
C (6.095, 0.091, -1.900)  -0.150
C (7.028, 0.593, -0.953)  -0.006
C (6.604, 1.023, 0.277)  -0.051
C (5.239, 0.978, 0.671)  0.003
C (4.324, 0.485, -0.219)  -0.078
C (4.766, 0.060, -1.500)  -0.079
H (-0.135, 4.778, 0.638)  0.079
H (1.020, 5.174, 1.895)  0.081
H (-0.264, 4.028, 2.245)  0.077
H (0.742, 2.570, 0.318)  0.085
H (3.161, 4.361, 0.752)  0.091
H (2.099, 4.431, -0.661)  0.080
H (3.055, 2.978, -0.340)  0.068
H (2.046, 3.963, 3.501)  0.112
H (3.075, 2.584, 5.259)  0.109
H (3.490, 0.193, 4.874)  0.115
H (2.809, -1.549, 1.648)  0.125
H (4.523, -1.664, 4.170)  0.078
H (5.119, -1.091, 2.607)  0.070
H (4.549, -2.750, 2.788)  0.085
H (1.987, -1.823, 4.574)  0.084
H (2.120, -3.170, 3.437)  0.086
H (0.912, -1.906, 3.167)  0.056
H (0.365, 0.635, -6.049)  0.109
H (-0.572, -1.590, -6.498)  0.108
H (-0.742, -3.252, -4.692)  0.115
H (0.563, -2.675, -1.237)  0.105
H (0.015, -4.886, -3.266)  0.078
H (0.733, -5.026, -1.665)  0.079
H (1.627, -4.232, -2.965)  0.085
H (-2.053, -3.492, -2.581)  0.085
H (-1.870, -2.316, -1.281)  0.053
H (-1.545, -4.036, -0.979)  0.073
H (2.011, 1.637, -2.923)  0.117
H (1.175, 2.588, -5.687)  0.077
H (2.667, 1.694, -5.367)  0.084
H (2.388, 3.265, -4.613)  0.084
H (-0.697, 2.568, -3.932)  0.079
H (0.429, 3.542, -2.973)  0.082
H (-0.314, 2.092, -2.265)  0.049
H (3.230, -1.188, -4.270)  0.115
H (5.590, -1.179, -5.012)  0.107
H (7.393, -0.381, -3.576)  0.117
H (8.080, 0.640, -1.210)  0.117
H (7.330, 1.409, 0.981)  0.108
H (4.951, 1.329, 1.654)  0.114


Q: Which value of calculated total energy does entry 2 give?
A: -61475.029 eV


Q: The highest charge belongs to which entry?
A: C44H56IN8OPRh


Q: Number 2 is which compound?
A: C44H56IrN4O3